Version w
ORCA calculation (wB97M-V/def2-TZVPD) on 2 unconnected molecules or ions with the total composition C3H8INO.

The geometry in XYZ format:
```
14
Properties=species:S:1:pos:R:3
C -0.91 1.23 0.56
C 1.28 -1.09 1.04
C 0.29 0.77 -0.22
N -1.07 -0.77 -1.37
O 0.02 0.13 -1.44
I 1.91 2.10 -0.38
H -0.50 1.90 1.34
H -1.38 0.23 0.85
H -1.69 1.73 -0.13
H 1.32 -1.85 0.27
H 2.25 -0.89 1.33
H 0.60 -1.18 1.84
H -1.38 -0.58 -2.34
H -0.74 -1.70 -1.34
```

The LUMO energy (spin up / spin down) is 0.39 / 0.39 eV. Its net charge is 0. For the highest occupied orbital energy (spin up / spin down), the calculation gives -7.8 / -7.9 eV.

Atom charges from the Löwdin analysis, given in e for atoms 1 to 5: -0.18 0.04 -0.85 0.05 -0.29

=====

Version x
ORCA calculation (wB97M-V/def2-TZVPD) on 2 unconnected molecules or ions with the total composition C3H8INO.

The geometry in XYZ format:
```
14
Properties=species:S:1:pos:R:3
C 1.12 1.20 0.73
C 0.64 0.72 -0.66
O 0.86 1.38 -1.67
N -0.35 -0.35 -0.73
H -1.21 0.11 -0.61
H -0.25 -0.73 -1.73
C -0.30 -1.53 0.18
H 1.47 0.33 1.22
H 0.50 1.77 1.39
H 2.31 1.59 0.79
H 0.60 -1.80 0.27
H -1.09 -2.26 0.00
H -0.55 -1.03 1.06
I -3.77 0.60 -0.22
```

The LUMO energy is -0.93 eV. Its net charge is 0. For the highest occupied orbital energy, the calculation gives -7.3 eV.

Atom charges from the Löwdin analysis, given in e for atoms 1 to 5: 0.02 -0.36 0.14 0.05 -0.09

=====

Preferred: version x; penalty for the next structure: 279.3 kJ/mol.

=====

Version w
ORCA calculation (wB97M-V/def2-TZVPD) on a molecular structure, C9H10N.

The geometry in XYZ format:
```
20
Properties=species:S:1:pos:R:3
C -0.77 2.18 -2.06
C 2.24 -1.56 0.83
C 1.87 -0.71 1.82
C 1.80 -1.37 -0.45
C 0.84 0.19 1.58
C 0.76 -0.52 -0.71
C 0.22 0.17 0.34
C -2.66 0.01 -0.35
C -1.01 1.06 0.13
N -1.04 1.68 -1.07
H -0.79 2.40 -3.11
H 2.95 -2.30 0.98
H 2.45 -0.91 2.67
H 2.21 -2.06 -1.22
H 0.56 0.74 2.35
H 0.35 -0.37 -1.60
H -3.37 0.91 -0.51
H -2.30 -0.68 -1.13
H -2.85 -0.60 0.51
H -1.45 1.74 0.99
```

The LUMO energy is -4.53 eV. Its net charge is +1. For the highest occupied orbital energy, the calculation gives -12.9 eV.

Atom charges from the Löwdin analysis, given in e for atoms 1 to 5: 0.32 -0.07 -0.03 -0.05 0.00

=====

Version x
ORCA calculation (wB97M-V/def2-TZVPD) on a gas-phase ion, C9H10N (charge +1).

The geometry in XYZ format:
```
20
Properties=species:S:1:pos:R:3
C -2.64 -1.52 1.63
C -2.33 -0.96 0.62
C 0.04 1.53 -0.73
C -0.63 0.44 0.02
C 1.33 1.23 -0.91
C -2.74 0.15 -1.44
C -1.93 -0.13 -0.42
C 0.44 -0.52 0.25
C 2.82 -0.68 -0.26
N 1.55 -0.06 -0.23
H -2.80 -2.17 2.47
H -0.70 2.30 -0.95
H -0.85 0.91 0.99
H 2.18 1.64 -1.30
H -2.58 0.96 -2.24
H -3.70 -0.26 -1.54
H 0.28 -1.41 0.90
H 2.96 -1.53 0.37
H 3.61 0.06 -0.01
H 3.01 -0.97 -1.36
```

The LUMO energy is -4.46 eV. Its net charge is +1. Its structure (SMILES) is C#CC(=C)[C@@H]1C=C[N+](C)=C1. For the highest occupied orbital energy, the calculation gives -13.0 eV.

Atom charges from the Löwdin analysis, given in e for atoms 1 to 5: 0.19 -0.14 0.05 -0.26 0.06

=====

Preferred: version x; penalty for the next structure: 32.9 kJ/mol.

=====

Version w
ORCA calculation (wB97M-V/def2-TZVPD) on 11 unconnected molecules or ions with the total composition C2H26O11.

The geometry in XYZ format:
```
39
Properties=species:S:1:pos:R:3
O -31.55 4.64 -12.28
H -31.26 5.27 -11.62
H -31.74 3.82 -11.85
H -30.90 4.57 -12.96
C -33.03 5.60 -9.59
C -31.90 6.62 -9.65
O -30.63 6.00 -9.99
H -33.16 4.91 -10.55
H -33.93 6.15 -9.40
H -33.00 4.87 -8.63
H -31.56 7.13 -8.70
H -32.04 7.37 -10.51
O -28.81 7.65 -10.16
H -29.56 7.07 -9.98
H -28.33 7.18 -10.85
O -30.13 6.05 -7.28
H -29.40 6.59 -7.55
H -30.66 5.88 -8.06
O -31.68 3.33 -6.21
H -31.34 3.40 -7.09
H -32.26 4.09 -6.12
O -31.83 9.61 -8.01
H -31.54 8.78 -8.41
H -31.84 10.14 -8.77
O -32.00 2.33 -10.87
H -31.41 1.59 -10.90
H -32.54 2.15 -10.08
O -30.66 3.40 -8.71
H -30.77 4.30 -8.99
H -31.04 2.83 -9.36
O -30.73 7.73 -13.51
H -30.09 8.13 -14.10
H -30.89 8.41 -12.87
O -30.37 9.66 -11.46
H -29.80 10.11 -12.08
H -29.89 8.89 -11.20
O -28.35 4.16 -10.18
H -28.42 3.50 -10.87
H -29.20 4.59 -10.15
```

The LUMO energy is -1.05 eV. Its net charge is 0. For the highest occupied orbital energy, the calculation gives -9.4 eV.

Atom charges from the Löwdin analysis, given in e for atoms 1 to 5: 0.31 0.08 0.08 0.16 -0.08

=====

Version x
ORCA calculation (wB97M-V/def2-TZVPD) on 11 unconnected molecules or ions with the total composition C2H26O11.

The geometry in XYZ format:
```
39
Properties=species:S:1:pos:R:3
C -0.06 2.15 0.43
O -0.72 0.85 0.32
C -0.57 3.12 1.39
H 0.96 1.79 0.65
H 0.14 2.45 -0.60
H -1.41 0.90 1.01
H -1.70 3.21 1.42
H -0.35 2.88 2.45
H -0.17 4.10 1.27
H -1.01 -3.47 -0.43
H 0.05 -2.97 -1.32
O -0.04 -3.49 -0.50
H 1.72 -1.26 -0.99
H 1.14 -2.31 -0.05
O 1.80 -1.58 -0.08
H 2.52 0.25 -2.49
H 2.11 0.45 -1.03
O 2.59 0.89 -1.75
H 3.14 2.13 2.00
H 1.64 1.72 2.51
O 2.26 2.41 2.25
H -0.82 1.46 -2.97
H -2.24 1.62 -3.39
O -1.46 2.15 -3.19
H -3.00 -1.58 1.49
H -4.30 -1.26 0.61
O -3.50 -1.77 0.69
H 2.26 -0.56 1.51
H 1.74 -1.72 2.31
O 2.14 -0.85 2.42
H -0.25 -0.89 -2.61
H -0.03 -1.19 -4.07
O 0.41 -1.29 -3.22
H -1.29 -0.09 -0.93
H -2.51 -0.36 -1.79
O -1.56 -0.22 -1.87
H -0.33 -1.06 3.86
H -0.87 -1.38 2.48
O -1.12 -1.41 3.43
```

The LUMO energy is -0.22 eV. Its net charge is 0. Its structure (SMILES) is CCO.O.O.O.O.O.O.O.O.O.O. For the highest occupied orbital energy, the calculation gives -10.4 eV.

Atom charges from the Löwdin analysis, given in e for atoms 1 to 5: -0.28 -0.12 -0.08 0.08 0.12

=====

Preferred: version x; penalty for the next structure: 232.3 kJ/mol.

=====

Version w
ORCA calculation (wB97M-V/def2-TZVPD) on 2 unconnected molecules or ions with the total composition CH4NO3.

The geometry in XYZ format:
```
9
Properties=species:S:1:pos:R:3
N -0.86 -0.93 -0.06
C 0.20 -0.51 0.86
O 1.38 -0.52 0.49
O -0.29 -0.27 1.99
H -0.79 -1.39 -0.95
H -1.75 -0.84 0.37
H -0.01 1.50 -1.13
H 1.26 1.09 -0.60
O 0.86 1.88 -0.97
```

The LUMO energy is 4.45 eV. Its net charge is -1. For the highest occupied orbital energy, the calculation gives -4.3 eV.

Atom charges from the Löwdin analysis, given in e for atoms 1 to 5: 0.07 -0.85 -0.09 -0.10 0.04

=====

Version x
ORCA calculation (wB97M-V/def2-TZVPD) on 2 unconnected molecules or ions with the total composition CH4NO3.

The geometry in XYZ format:
```
9
Properties=species:S:1:pos:R:3
N 1.07 0.49 -1.06
C 0.62 0.45 0.32
O -0.62 0.64 0.47
O 1.52 0.26 1.17
H 1.94 -0.02 -1.07
H 0.40 -0.01 -1.64
H -1.42 -0.77 -0.27
H -1.76 -2.25 -0.54
O -2.12 -1.37 -0.64
```

The LUMO energy is 4.17 eV. Its net charge is -1. For the highest occupied orbital energy, the calculation gives -4.4 eV.

Atom charges from the Löwdin analysis, given in e for atoms 1 to 5: 0.07 -0.84 -0.10 -0.09 0.05

=====

Preferred: version x; penalty for the next structure: 19.9 kJ/mol.

=====

Version w
ORCA calculation (wB97M-V/def2-TZVPD) on a molecular structure, C2H9N5.

The geometry in XYZ format:
```
16
Properties=species:S:1:pos:R:3
C -0.31 0.00 1.21
C -0.08 1.36 1.80
N 1.17 -0.20 -0.05
N 1.73 -1.35 -0.47
N -1.48 -0.10 -2.27
N 0.12 0.20 -0.79
N -0.28 -0.58 -1.71
H 1.09 -2.04 -0.86
H 2.44 -1.69 0.16
H -1.58 -0.56 -3.17
H -1.44 0.90 -2.42
H 0.06 -0.84 1.80
H -1.34 -0.20 0.92
H 0.96 1.50 2.06
H -0.69 1.47 2.70
H -0.37 2.13 1.09
```

The LUMO energy is 1.18 eV. Its net charge is 0. For the highest occupied orbital energy, the calculation gives -7.6 eV.

Atom charges from the Löwdin analysis, given in e for atoms 1 to 5: -0.10 -0.14 -0.14 0.03 -0.02

=====

Version x
ORCA calculation (wB97M-V/def2-TZVPD) on 2 unconnected molecules or ions with the total composition C2H9N5.

The geometry in XYZ format:
```
16
Properties=species:S:1:pos:R:3
C 1.19 1.25 0.82
N 0.75 0.22 -0.10
N 1.81 -0.40 -0.81
H 0.09 0.46 -0.88
H 2.43 0.29 -1.24
H 2.33 -0.99 -0.17
H 1.76 2.05 0.33
H 1.83 0.80 1.58
H 0.34 1.69 1.33
N -1.99 -1.14 -0.57
N -1.50 -1.54 0.71
C -2.11 0.16 -0.86
N -2.37 1.25 -1.12
H -1.82 -1.81 -1.31
H -0.59 -1.08 0.86
H -2.15 -1.20 1.41
```

The LUMO energy is 0.88 eV. Its net charge is 0. Its structure (SMILES) is N#CNN.CNN. For the highest occupied orbital energy, the calculation gives -9.4 eV.

Atom charges from the Löwdin analysis, given in e for atoms 1 to 5: -0.12 -0.24 -0.03 0.08 0.07

=====

Preferred: version x; penalty for the next structure: 241.0 kJ/mol.